The following is a DFT calculation (ωB97M-V/def2-TZVPD) of C46H56ClIN3O7PReSSi2 as an isolated structure.

The geometry in XYZ format:
```
119
C46H56ClIN3O7PReSSi2, DFT ωB97M-V/def2-TZVPD
Re 1.5123 0.1604 -0.2777
I 3.4547 -0.5938 -2.1412
C 4.8972 -1.8698 -1.2699
C 6.0708 -1.7768 -1.9655
C 7.2077 -2.4728 -1.5239
C 7.1231 -3.2094 -0.3826
C 5.9123 -3.3061 0.3427
C 5.8961 -4.1072 1.5114
C 4.7571 -4.2613 2.2354
C 3.5818 -3.6189 1.8115
C 3.5340 -2.8158 0.6931
P 1.8709 -2.2801 0.1840
C 1.3615 -3.4917 -1.0564
C 1.0088 -3.1949 -2.3668
C 0.6581 -4.2096 -3.2464
C 0.6731 -5.5285 -2.8210
C 1.0511 -5.8387 -1.5198
C 1.4021 -4.8288 -0.6424
C 0.8235 -2.5878 1.6227
C 1.1398 -1.9048 2.7983
C 0.3732 -2.0844 3.9355
C -0.6970 -2.9739 3.9120
C -0.9947 -3.6771 2.7547
C -0.2411 -3.4826 1.6043
C 4.7300 -2.6357 -0.0874
H 6.1451 -1.1612 -2.8526
H 8.1301 -2.4009 -2.0823
H 7.9863 -3.7436 -0.0078
H 6.8134 -4.5999 1.8075
H 4.7362 -4.8786 3.1224
H 2.6920 -3.7818 2.4011
H 1.0204 -2.1784 -2.7219
H 0.3833 -3.9668 -4.2643
H 0.4034 -6.3205 -3.5068
H 1.0794 -6.8687 -1.1915
H 1.7127 -5.0826 0.3647
H 2.0099 -1.2644 2.8368
H 0.6198 -1.5500 4.8436
H -1.2889 -3.1292 4.8042
H -1.8200 -4.3769 2.7427
H -0.4917 -4.0237 0.6994
C 2.4786 1.4065 3.1007
Si 3.4376 1.9509 1.5793
C 4.8094 0.6568 1.4425
C 4.2751 3.5944 1.8129
C 2.7022 1.8311 -0.2243
Si 2.0225 3.2294 -1.3869
C 3.0712 4.7458 -1.1623
C 0.2046 3.6669 -1.3410
C 2.3180 2.5191 -3.1091
H 3.1973 0.9303 3.7749
H 1.6739 0.7059 2.9164
H 2.0448 2.2603 3.6192
H 5.4331 0.6846 2.3400
H 5.4674 0.8246 0.5847
H 4.4222 -0.3664 1.3668
H 4.9831 3.4981 2.6402
H 3.5844 4.4034 2.0461
H 4.8471 3.8634 0.9243
H 3.6607 1.7296 -0.7478
H 2.9088 5.1963 -0.1829
H 2.7896 5.4807 -1.9209
H 4.1366 4.5423 -1.2763
H -0.0365 4.3742 -0.5491
H -0.4515 2.7967 -1.2437
H -0.0349 4.1488 -2.2925
H 3.3684 2.2782 -3.2890
H 2.0298 3.2455 -3.8725
H 1.7160 1.6230 -3.3049
C -4.0598 3.4258 2.5884
C -4.1318 3.5524 1.0917
C -5.1478 4.2947 0.4999
C -5.2787 4.3591 -0.8789
Cl -6.5841 5.2601 -1.5683
C -4.4006 3.6815 -1.7075
C -3.3632 2.9634 -1.1315
C -3.2255 2.9153 0.2465
O -2.1814 2.1525 0.7465
C -1.2829 2.8482 1.5837
C 0.1560 2.4434 1.3337
O 1.0457 3.2186 1.5722
O 0.3028 1.1972 0.8856
H -5.0207 3.6731 3.0340
H -3.3198 4.1059 3.0169
H -3.8037 2.4075 2.8848
H -5.8689 4.8066 1.1239
H -4.5186 3.7280 -2.7813
H -2.6487 2.4412 -1.7577
H -1.4896 2.6442 2.6415
H -1.3520 3.9260 1.4315
C -7.4872 1.5101 0.0160
C -7.6670 0.0525 -0.3628
S -6.2109 -0.9195 -0.1117
O -5.6838 -0.6932 1.2144
O -6.4705 -2.2670 -0.5458
C -4.9678 -0.2542 -1.2251
C -3.8973 -1.3401 -1.2845
N -2.5321 -0.8287 -1.5109
C -1.6135 -0.6964 -0.5334
N -0.4204 -0.3898 -1.0754
C -0.6083 -0.2767 -2.4336
C -1.9002 -0.5503 -2.7017
N -2.5235 -0.5362 -4.0022
O -3.7204 -0.7250 -4.0553
O -1.7784 -0.3523 -4.9382
C -1.9595 -0.8462 0.9004
H -8.4248 2.0432 -0.1348
H -6.7325 1.9933 -0.6039
H -7.1957 1.6054 1.0609
H -7.9465 -0.0903 -1.4075
H -8.4098 -0.4572 0.2553
H -4.5976 0.6673 -0.7740
H -5.3881 -0.0502 -2.2074
H -4.1250 -2.0689 -2.0547
H -3.8511 -1.8675 -0.3369
H 0.1616 0.0022 -3.1333
H -2.4547 -1.7954 1.0885
H -2.6439 -0.0430 1.1734
H -1.0750 -0.7737 1.5242
```

Values from the calculation:
- 2S+1: 4
- Charge: +2
- HOMO energy (spin up / spin down): -12.84 / -12.84 eV
- Energy above the lowest of the compared OMol25 structures with the same formula, charge and spin: 0.0 kcal/mol
- Calculated total energy: -4631.5517 a.u.
- HOMO-LUMO gap (spin up / spin down): 6.2 / 5.4 eV

=====

The following is a DFT calculation (ωB97M-V/def2-TZVPD) of C46H58N9OSY as an isolated structure.

The geometry in XYZ format:
```
116
C46H58N9OSY, DFT ωB97M-V/def2-TZVPD
Y -0.2852 -0.9674 -0.0613
C 5.9909 -2.5297 -1.1808
C 4.8215 -3.4966 -0.9743
C 3.7272 -2.8676 -0.1820
C 3.4310 -3.0229 1.1338
C 4.0657 -3.9366 2.1249
C 5.2108 -3.2549 2.8755
C 2.3165 -2.1315 1.4127
C 1.7409 -1.9698 2.6618
C 0.6932 -1.1162 3.0089
C 0.2023 -0.9643 4.3739
C 0.6060 -1.7809 5.5580
C 1.5837 -1.0255 6.4610
C -0.7075 0.0426 4.3460
C -0.8043 0.4834 2.9534
C -1.5988 1.5087 2.5384
C -1.9218 1.8708 1.1394
N -1.6041 0.6448 -0.8896
C -1.3317 2.0154 -1.1591
C -0.4216 2.1282 -2.3157
C 0.5145 1.1993 -2.6469
N 1.0060 0.2099 -1.8259
C 1.9434 -0.4431 -2.5313
C 2.7671 -1.4493 -2.0210
C 2.7805 -1.8948 -0.7079
N 1.9449 -1.4766 0.2789
C 2.0170 0.0702 -3.8976
C 1.1449 1.1064 -3.9632
C 0.7408 1.9087 -5.1552
C 1.4289 3.2730 -5.2437
C 2.9062 -0.4722 -4.9669
C 4.3187 0.1040 -4.8473
C -2.5541 3.0455 -1.2019
C -2.9843 3.0014 0.9160
C -3.7708 3.5784 2.0781
C -3.0157 4.6479 2.8690
C -2.8646 3.7606 -2.5117
C -2.0875 5.0672 -2.6757
N 0.0398 -0.2819 2.1703
C -1.5777 0.5342 5.4546
C -1.1501 1.8807 6.0448
H 6.7446 -2.9775 -1.8245
H 6.4549 -2.2847 -0.2285
H 5.6503 -1.6035 -1.6380
H 5.1804 -4.3866 -0.4543
H 4.4322 -3.8055 -1.9473
H 4.4498 -4.8133 1.5994
H 3.3129 -4.2801 2.8372
H 5.9594 -2.8982 2.1715
H 5.6818 -3.9560 3.5620
H 4.8426 -2.4018 3.4413
H 2.1637 -2.5523 3.4667
H 1.0570 -2.7193 5.2339
H -0.2885 -2.0378 6.1333
H 2.4896 -0.7757 5.9127
H 1.8550 -1.6281 7.3261
H 1.1293 -0.1040 6.8164
H -2.1460 2.0317 3.3084
H -0.6240 2.8930 -3.0435
H 3.4835 -1.8938 -2.6975
H -0.3417 2.0616 -5.1185
H 0.9723 1.3403 -6.0602
H 1.1405 3.9017 -4.4048
H 1.1407 3.7784 -6.1646
H 2.5111 3.1629 -5.2346
H 2.4996 -0.2171 -5.9489
H 2.9475 -1.5625 -4.8966
H 4.2977 1.1753 -5.0281
H 4.9898 -0.3582 -5.5688
H 4.7098 -0.0572 -3.8459
H -4.0677 2.7573 2.7360
H -4.6963 4.0161 1.6904
H -1.9945 4.3389 3.0817
H -3.5268 4.8367 3.8114
H -2.9723 5.5810 2.3100
H -3.9304 4.0011 -2.5437
H -2.6662 3.0874 -3.3504
H -2.4003 5.7862 -1.9236
H -2.2786 5.5010 -3.6535
H -1.0165 4.9191 -2.5697
H -1.5843 -0.2079 6.2554
H -2.5978 0.6189 5.0688
H -0.2105 1.7917 6.5852
H -1.9100 2.2318 6.7405
H -1.0192 2.6243 5.2637
C -5.2333 -1.6089 0.5255
C -3.8154 -1.1376 0.4071
N -2.7681 -1.9064 0.4434
N -3.0129 -3.2299 0.5985
C -1.9901 -4.0387 0.6729
N -2.2907 -5.3686 0.7609
S -0.3239 -3.6602 0.6728
C -3.5533 0.2696 0.2261
C -4.3461 1.2315 -0.2674
C -3.7889 2.6090 -0.3394
C -1.9696 3.7651 0.0414
C -0.9419 2.6538 0.2238
N -2.1788 0.6092 0.4214
H -5.2374 -2.6806 0.7020
H -5.7212 -1.0903 1.3492
H -5.7814 -1.3815 -0.3872
H -3.2237 -5.6046 1.0574
H -1.5394 -5.9597 1.0743
H -5.3780 1.0671 -0.5344
H -4.5979 3.3232 -0.5198
H -1.7461 4.8192 0.1065
H 0.0974 2.7766 0.5142
C -0.6099 -2.7177 -4.4521
C -1.0026 -1.9007 -3.2451
N -1.8285 -0.8682 -3.4317
O -0.6004 -2.1953 -2.1230
H -0.8415 -2.2111 -5.3834
H -1.1375 -3.6687 -4.4102
H 0.4541 -2.9365 -4.4028
H -2.1541 -0.5855 -4.3404
H -2.0259 -0.2887 -2.6073
```

Values from the calculation:
- 2S+1: 1
- Charge: 0
- HOMO energy: -6.61 eV
- Energy above the lowest of the compared OMol25 structures with the same formula, charge and spin: 46.4 kcal/mol
- Calculated total energy: -2792.3136 a.u.
- HOMO-LUMO gap: 5.4 eV

=====

The following is a DFT calculation (ωB97M-V/def2-TZVPD) of a 11-piece molecular cluster, C46H59N8O18 overall.

The geometry in XYZ format:
```
131
C46H59N8O18, DFT ωB97M-V/def2-TZVPD
C -5.4394 4.5117 1.1719
C -4.3694 3.3585 0.9504
N -5.0469 2.0357 1.3346
C -6.3885 1.7679 1.5048
C -6.4452 0.5157 2.1434
N -5.1904 -0.0261 2.1146
C -4.3296 0.8880 1.5508
C -4.7395 -1.2775 2.6904
H -5.6313 4.5120 2.2449
H -6.3693 4.5300 0.6035
H -5.1359 5.5397 0.9737
H -3.3973 3.4425 1.4363
H -4.2079 3.1140 -0.0994
H -7.1663 2.4427 1.1789
H -7.2920 -0.0050 2.5655
H -3.2813 0.6507 1.4459
H -4.5238 -1.9743 1.8804
H -5.5713 -1.7443 3.2180
H -3.9149 -1.1796 3.3964
C -0.4806 -0.3845 0.2014
O -0.9205 -0.5837 -0.9411
O 0.6800 -0.0204 0.3242
O -1.1384 -0.5023 1.2183
C 4.4810 3.2495 0.3894
C 3.0989 2.8533 0.5889
C 2.1600 3.1975 -0.3676
C 2.5279 3.8899 -1.5149
C 3.8259 4.2868 -1.7111
C 4.7814 3.9443 -0.8079
O 6.0782 4.3108 -1.0285
O 0.8282 2.8523 -0.3325
H 5.2684 3.0319 1.0959
H 2.7703 2.3520 1.4873
H 1.7864 3.9181 -2.2997
H 4.0332 4.4685 -2.7553
H 6.2461 4.6840 -1.8969
H 0.7282 1.8994 -0.3927
C 0.7477 -2.6194 4.0172
C 1.7936 -2.5074 4.9127
C 1.6815 -1.6763 5.9554
C 0.5514 -0.9994 6.2517
C -0.5202 -1.1042 5.3896
C -0.4100 -1.9952 4.3637
O -1.4195 -2.1094 3.4879
O 2.7637 -1.5184 6.7342
H 0.8648 -3.1666 3.0934
H 2.6732 -3.1075 4.7323
H 0.3342 -0.5280 7.1988
H -1.4240 -0.5750 5.6532
H -1.2385 -1.7690 2.6086
H 3.0635 -0.6784 7.0894
C 0.8619 -2.3860 -3.1547
C 0.7185 -2.8813 -4.4123
C 0.8984 -4.2287 -4.6591
C 1.1560 -5.1521 -3.6099
C 1.3989 -4.6004 -2.3474
C 1.1522 -3.2380 -2.0982
O 1.4681 -2.7166 -0.8920
O 0.8889 -4.6012 -6.0003
H 0.6378 -1.3512 -2.9417
H 0.6551 -2.2134 -5.2587
H 1.2889 -6.2159 -3.7406
H 1.7602 -5.2285 -1.5466
H 0.9403 -1.9427 -0.6821
H 1.3422 -5.4467 -5.9641
C -3.5889 2.5729 -3.7698
C -3.3280 3.9355 -4.0177
C -2.3906 4.5704 -3.2810
C -1.6647 4.0385 -2.2367
C -1.8878 2.6879 -2.0000
C -2.7548 1.9622 -2.8391
O -2.9442 0.6444 -2.5426
O -2.2735 5.9344 -3.5560
H -4.3443 2.1141 -4.3905
H -3.9235 4.5135 -4.7088
H -1.0476 4.6523 -1.5972
H -1.3263 2.1852 -1.2264
H -2.2947 0.3220 -1.9134
H -1.3535 6.1148 -3.7625
C -0.9254 -5.3391 0.9400
C -1.1807 -3.9990 0.6862
C -2.4115 -3.7709 -0.0052
C -3.2429 -4.8048 -0.3571
C -2.8577 -6.0671 -0.3038
C -1.6511 -6.3710 0.4223
O -1.2481 -7.5689 0.7816
O -2.8049 -2.5711 -0.4011
H -0.1690 -5.6042 1.6639
H -0.5505 -3.2375 1.1214
H -4.1846 -4.6615 -0.8661
H -3.3912 -6.9234 -0.6891
H -0.3208 -7.6725 1.0073
H -2.1743 -1.8663 -0.2363
C 5.7376 -0.9176 -0.8384
C 4.4767 -0.4353 -0.8536
C 3.7641 -0.2840 -2.0709
C 4.3716 -0.6484 -3.3074
C 5.6903 -0.9829 -3.2743
C 6.2901 -1.1453 -2.0652
O 7.4997 -1.5776 -2.0344
O 2.4676 0.2555 -1.9774
H 6.3177 -1.1725 0.0362
H 3.9294 -0.4757 0.0765
H 3.8211 -0.6317 -4.2364
H 6.2055 -1.0333 -4.2222
H 7.9662 -1.6556 -2.8698
H 2.0182 0.0879 -1.1458
C 1.1960 2.0169 -4.6102
O 0.7320 2.7486 -5.5130
N 2.4274 1.7789 -4.2848
N 0.3894 1.6316 -3.6989
H 2.5508 1.3785 -3.3658
H 3.2472 2.2176 -4.6792
H 0.5512 1.2118 -2.7946
H -0.4766 2.1289 -3.8500
C 2.8792 0.3204 3.5131
O 3.9264 -0.0165 4.0129
N 2.5158 -0.1492 2.4104
N 2.0916 1.2047 4.0228
H 1.6233 -0.0280 1.9533
H 3.0644 -0.9693 2.1949
H 1.2817 1.5607 3.5356
H 2.0096 1.3220 5.0227
C -1.4601 2.2177 3.3615
O -1.6629 3.3677 3.8432
N -0.6976 1.9870 2.3563
N -2.0702 1.2830 3.8938
H -0.6083 1.0624 1.9598
H -0.3025 2.7308 1.7988
H -1.7567 0.4801 3.3672
H -2.7147 1.3463 4.6689
```

Values from the calculation:
- 2S+1: 2
- Charge: 0
- HOMO energy (spin up / spin down): -7.22 / -7.22 eV
- Calculated total energy: -3580.5026 a.u.
- HOMO-LUMO gap (spin up / spin down): 6.4 / 3.0 eV

=====

The following is a DFT calculation (ωB97M-V/def2-TZVPD) of C46H60BaI2N3O4P as an isolated structure.

The geometry in XYZ format:
```
117
C46H60BaI2N3O4P, DFT ωB97M-V/def2-TZVPD
Ba -0.0437 1.4958 0.4804
O 6.5378 -0.2745 -0.0915
C 6.0432 0.6565 -0.7455
O 6.1710 0.9812 -1.9420
C 4.8876 1.3947 -0.0333
C 4.2526 2.4600 -0.6501
C 3.0140 2.8648 -0.1858
N 2.4325 2.3150 0.8878
C 3.1225 1.3953 1.5818
C 4.3489 0.9141 1.1516
C 2.4692 0.8552 2.8161
C 3.2378 0.3395 3.8554
C 2.6028 -0.1401 4.9864
C 1.2186 -0.0954 5.0563
C 0.5303 0.4290 3.9779
N 1.1322 0.8900 2.8817
C 2.2095 3.8551 -0.9593
C 2.8016 4.9884 -1.4987
C 2.0219 5.8574 -2.2427
C 0.6784 5.5697 -2.4241
C 0.1718 4.4183 -1.8485
N 0.9136 3.5700 -1.1366
H 4.6904 2.8562 -1.5574
H 4.8683 0.0975 1.6360
H 4.3157 0.3359 3.7822
H 3.1835 -0.5361 5.8092
H 0.6825 -0.4490 5.9256
H -0.5535 0.4908 3.9900
H 3.8516 5.1803 -1.3270
H 2.4573 6.7506 -2.6712
H 0.0314 6.2206 -2.9946
H -0.8770 4.1621 -1.9559
I 2.9205 1.4462 -3.7574
I 0.6530 1.9482 -5.0413
C -1.1771 3.9732 3.7113
C -1.8049 4.9491 2.7136
C -0.7814 5.4081 1.6732
C -3.0809 4.4145 2.0913
C -4.2752 5.0868 2.3212
C -5.4790 4.6473 1.7920
C -5.4839 3.5001 1.0145
C -4.3171 2.7918 0.7553
C -4.3893 1.5367 -0.0959
C -3.9939 0.2737 0.6744
C -3.6149 1.6460 -1.4121
C -3.0938 3.2497 1.2928
O -1.9762 2.5824 1.0460
H -0.3118 4.4264 4.2012
H -0.8451 3.0638 3.2106
H -1.8962 3.6894 4.4822
H -2.0997 5.8371 3.2822
H -0.4462 4.5729 1.0593
H 0.0940 5.8460 2.1593
H -1.2120 6.1583 1.0070
H -4.2549 5.9812 2.9358
H -6.3963 5.1880 1.9843
H -6.4178 3.1392 0.5950
H -5.4431 1.4199 -0.3693
H -2.9612 0.3361 1.0227
H -4.1004 -0.6154 0.0441
H -4.6258 0.1419 1.5541
H -2.5415 1.7439 -1.2382
H -3.9341 2.5208 -1.9808
H -3.7811 0.7597 -2.0317
O 0.7019 -0.8693 -0.1927
P 0.2337 -2.2411 -0.6255
C -1.2316 -1.9902 -1.6840
C -2.1360 -3.1865 -2.0042
C -1.6417 -4.0295 -3.1764
C -1.4431 -3.1646 -4.4175
C -0.4642 -2.0303 -4.1318
C -0.9224 -1.1734 -2.9528
C 1.6111 -3.1019 -1.4332
C 2.5513 -3.7887 -0.4175
C 3.9620 -3.9994 -1.0034
C 3.9090 -4.1379 -2.5203
C 3.4354 -2.8198 -3.1489
C 2.4448 -2.0861 -2.2349
C -0.2541 -3.1705 0.8555
C -0.5410 -4.6883 0.6967
C -1.8914 -5.0898 1.2897
C -2.0442 -4.6374 2.7438
C -1.5942 -3.1742 2.9550
C -1.3677 -2.4501 1.6304
H -1.7983 -1.3281 -1.0118
H -3.1196 -2.7809 -2.2670
H -2.2902 -3.8037 -1.1217
H -2.3595 -4.8280 -3.3750
H -0.6960 -4.5199 -2.9207
H -2.4100 -2.7480 -4.7209
H -1.0834 -3.7704 -5.2512
H -0.3460 -1.3913 -5.0094
H 0.5211 -2.4596 -3.9303
H -1.8423 -0.6518 -3.2387
H -0.1864 -0.3937 -2.7363
H 1.1970 -3.8483 -2.1181
H 2.1253 -4.7451 -0.1081
H 2.6360 -3.1668 0.4784
H 4.4149 -4.8798 -0.5455
H 4.6032 -3.1525 -0.7471
H 3.2262 -4.9526 -2.7849
H 4.8861 -4.4153 -2.9165
H 2.9749 -3.0123 -4.1220
H 4.2924 -2.1678 -3.3290
H 1.8253 -1.4043 -2.8149
H 2.9758 -1.4581 -1.5154
H 0.6490 -3.0553 1.4656
H 0.2414 -5.2457 1.2163
H -0.4843 -5.0037 -0.3491
H -2.0070 -6.1730 1.2217
H -2.7049 -4.6636 0.6987
H -1.4686 -5.2987 3.3949
H -3.0889 -4.7531 3.0371
H -0.6515 -3.1491 3.5096
H -2.3230 -2.6335 3.5609
H -1.0684 -1.4162 1.8199
H -2.2951 -2.4128 1.0514
```

Values from the calculation:
- 2S+1: 1
- Charge: 0
- HOMO energy: -7.27 eV
- Energy above the lowest of the compared OMol25 structures with the same formula, charge and spin: 10.4 kcal/mol
- Calculated total energy: -3216.5627 a.u.
- HOMO-LUMO gap: 5.8 eV